Entry 1:
Computed, not measured: C31H37N6O4S2SbSe4Ti as an isolated structure in a non-equilibrium geometry, with wB97M-V/def2-TZVPD.

Output
HOMO energy ... -0.2641 Eh
Energy relative to the best compared isomer or geometry (same formula, charge and spin) ... 3.410 eV
Kohn-Sham gap ... 5.725 eV
Total energy ... -13324.91167 a.u.

Each line ends with the Mulliken charge.
Element x y z (Å)
Ti  -0.268  -0.765  0.578  -0.94
C  -0.304  4.648  3.953  -1.28
C  -0.015  4.188  2.525  -0.23
N  1.025  3.185  2.501  -0.08
C  0.793  1.864  2.694  0.22
S  2.146  0.921  3.050  -0.44
N  -0.461  1.449  2.715  -1.19
N  -0.827  0.204  2.477  1.58
C  -1.937  -0.238  3.034  0.49
C  -2.722  0.615  3.984  -2.02
C  -2.312  -1.598  2.763  0.49
C  -3.401  -2.232  3.393  -1.10
C  -3.605  -3.579  3.207  -0.50
C  -2.735  -4.294  2.385  -1.24
C  -1.734  -3.596  1.743  -0.06
N  -1.521  -2.292  1.910  1.12
H  -1.140  5.341  3.971  0.37
H  0.574  5.141  4.368  0.37
H  -0.549  3.788  4.574  0.30
H  0.312  5.031  1.907  0.51
H  -0.913  3.757  2.073  0.01
H  1.945  3.486  2.790  0.30
H  -2.373  1.643  3.892  0.32
H  -2.559  0.279  5.010  0.33
H  -3.788  0.572  3.761  0.48
H  -4.052  -1.656  4.031  0.44
H  -4.434  -4.078  3.690  0.44
H  -2.830  -5.360  2.251  0.48
H  -1.052  -4.117  1.071  0.39
C  4.783  -4.233  -2.355  -0.65
O  3.562  -4.776  -2.830  -0.49
C  2.411  -4.190  -2.498  1.01
C  1.235  -4.888  -2.886  -1.00
C  0.002  -4.415  -2.563  -1.12
C  -0.147  -3.224  -1.815  0.14
C  -1.393  -2.702  -1.383  0.99
C  -2.691  -3.213  -1.952  -2.09
O  -1.466  -1.798  -0.509  -0.58
C  1.036  -2.492  -1.467  -0.45
O  0.951  -1.359  -0.835  1.36
C  2.301  -2.990  -1.822  0.27
H  5.558  -4.915  -2.699  0.26
H  4.796  -4.182  -1.261  0.23
H  4.962  -3.239  -2.769  0.32
H  1.358  -5.815  -3.422  0.46
H  -0.876  -4.979  -2.835  0.47
H  -2.609  -3.401  -3.019  0.50
H  -3.472  -2.475  -1.768  0.36
H  -2.977  -4.144  -1.458  0.35
H  3.170  -2.425  -1.509  0.28
C  -4.061  3.547  -1.127  -0.90
C  -3.537  2.559  -2.165  -0.73
N  -2.094  2.526  -2.246  0.20
C  -1.409  3.408  -3.169  -0.64
C  -0.875  4.663  -2.483  -0.98
C  -1.374  1.784  -1.386  0.68
S  -2.198  0.910  -0.199  -0.59
N  -0.047  1.794  -1.605  -0.11
C  0.848  1.295  -0.794  -0.63
O  0.592  0.775  0.347  -0.28
C  2.258  1.407  -1.201  1.35
C  3.237  0.692  -0.513  -0.14
C  4.568  0.785  -0.871  -0.86
C  4.932  1.625  -1.911  -0.60
C  3.966  2.346  -2.600  -0.81
C  2.633  2.236  -2.257  -0.21
H  -5.134  3.422  -1.024  0.40
H  -3.859  4.571  -1.426  0.31
H  -3.600  3.355  -0.161  0.19
H  -3.930  2.807  -3.154  0.40
H  -3.882  1.552  -1.903  0.37
H  -2.114  3.678  -3.957  0.42
H  -0.573  2.858  -3.610  0.35
H  -1.681  5.228  -2.023  0.34
H  -0.380  5.295  -3.217  0.37
H  -0.161  4.384  -1.712  0.18
H  2.955  0.062  0.323  0.03
H  5.307  0.206  -0.333  0.33
H  5.974  1.721  -2.175  0.42
H  4.250  3.007  -3.404  0.45
H  1.879  2.799  -2.784  0.38
Se  1.739  -3.956  1.378  -0.51
Sb  3.608  -2.613  2.652  0.90
Se  5.461  -2.290  1.178  -0.49
Se  3.660  -3.166  4.968  -0.51
Se  1.286  -1.724  1.918  0.80



Entry 2:
Computed, not measured: a 2-piece molecular cluster, C31H37O2Si overall in a non-equilibrium geometry, with wB97M-V/def2-TZVPD.

Output
Net charge ... +1
HOMO energy ... -0.3613 Eh
Energy relative to the best compared isomer or geometry (same formula, charge and spin) ... 0.063 eV
Kohn-Sham gap ... 4.135 eV
Total energy ... -1643.22586 a.u.

Each line ends with the Mulliken charge.
Element x y z (Å)
C  0.844  0.118  1.252  -0.82
Si  0.166  1.222  2.601  0.22
C  0.016  0.343  4.252  -1.05
C  0.948  2.903  2.812  -1.03
O  -1.341  1.682  1.946  -0.46
C  -2.550  1.316  2.434  0.65
C  -3.183  0.233  1.920  -0.55
C  -4.442  -0.279  2.534  -0.99
C  -5.788  0.440  2.255  -0.57
C  -6.029  1.835  2.829  -0.76
C  -5.193  2.987  2.256  -0.63
C  -3.944  3.354  3.058  -0.85
C  -3.108  2.171  3.554  -0.54
H  1.862  -0.208  1.496  0.28
H  0.238  -0.788  1.115  0.30
H  0.882  0.623  0.279  0.20
H  1.031  0.071  4.575  0.42
H  -0.419  0.966  5.044  0.33
H  -0.569  -0.584  4.198  0.34
H  1.954  2.814  3.236  0.35
H  1.028  3.420  1.849  0.30
H  0.363  3.547  3.481  0.29
H  -2.689  -0.398  1.179  0.41
H  -4.576  -1.303  2.155  0.38
H  -4.313  -0.373  3.628  0.36
H  -5.967  0.463  1.173  0.29
H  -6.560  -0.215  2.689  0.35
H  -7.081  2.071  2.602  0.33
H  -5.962  1.811  3.921  0.38
H  -4.930  2.801  1.204  0.34
H  -5.841  3.886  2.244  0.38
H  -3.309  4.019  2.458  0.33
H  -4.256  3.932  3.935  0.37
H  -3.725  1.526  4.190  0.32
H  -2.275  2.557  4.173  0.33
C  6.981  2.321  -2.307  -0.81
O  5.609  2.470  -2.738  -0.41
C  4.652  1.536  -2.515  0.77
C  3.355  1.816  -3.030  -0.98
C  2.340  0.895  -2.912  -0.35
C  2.553  -0.352  -2.270  0.34
C  1.538  -1.373  -2.302  0.84
C  1.484  -2.522  -1.420  0.25
C  0.703  -3.535  -2.078  0.09
C  0.755  -4.860  -1.677  -0.50
C  1.471  -5.176  -0.520  -0.64
C  2.143  -4.180  0.203  -1.11
C  2.168  -2.849  -0.245  0.32
C  0.227  -3.009  -3.336  0.19
C  0.732  -1.667  -3.479  0.43
C  0.667  -1.052  -4.734  -0.31
C  0.060  -1.732  -5.797  -1.01
C  -0.414  -3.045  -5.647  -0.60
C  -0.289  -3.708  -4.417  -0.57
C  3.836  -0.601  -1.720  -0.49
C  4.877  0.307  -1.849  -0.84
H  7.455  3.238  -2.661  0.25
H  7.054  2.274  -1.214  0.35
H  7.463  1.463  -2.788  0.35
H  3.207  2.770  -3.531  0.46
H  1.359  1.128  -3.329  0.72
H  0.267  -5.628  -2.272  0.40
H  1.520  -6.211  -0.186  0.42
H  2.674  -4.447  1.117  0.43
H  2.713  -2.090  0.312  0.34
H  1.105  -0.076  -4.904  0.33
H  -0.028  -1.249  -6.771  0.39
H  -0.849  -3.574  -6.497  0.41
H  -0.568  -4.756  -4.299  0.38
H  4.027  -1.571  -1.266  0.69
H  5.870  0.085  -1.452  0.46



Entry 3:
Computed, not measured: C31H38AsBrCl2IrN2O6SSi2 as an isolated structure in a non-equilibrium geometry, with wB97M-V/def2-TZVPD.

Output
Net charge ... -1
HOMO energy (spin up / spin down) ... -0.1630 / -0.1614 Eh
Energy relative to the best compared isomer or geometry (same formula, charge and spin) ... 2.581 eV
Kohn-Sham gap (spin up / spin down) ... 5.615 / 5.641 eV
Total energy ... -8576.82753 a.u.

Each line ends with the Mulliken charge.
Element x y z (Å)
Ir  -0.499  0.130  0.033  1.53
O  -1.805  3.522  2.182  -0.66
C  -1.568  3.258  3.472  0.09
C  -1.716  4.279  4.414  -0.55
C  -1.504  4.035  5.755  -0.39
C  -1.150  2.768  6.190  -0.69
C  -0.973  1.755  5.262  -0.43
C  -1.161  1.989  3.910  0.13
C  -0.851  0.909  2.883  0.73
O  -1.607  0.996  1.771  -1.21
N  0.595  1.103  2.588  -0.27
N  1.136  0.451  1.578  -0.02
C  2.415  0.298  1.492  -1.02
C  3.090  -0.298  0.398  0.51
Br  2.109  -0.456  -1.247  -0.21
C  4.387  -0.693  0.308  -0.83
C  5.403  -0.778  1.326  0.71
C  6.746  -0.755  0.914  -0.67
C  7.775  -0.795  1.831  -0.55
C  7.500  -0.930  3.184  -0.40
C  6.181  -1.015  3.602  -0.87
C  5.145  -0.929  2.692  -0.18
H  -1.756  2.640  1.710  0.42
H  -1.992  5.260  4.058  0.42
H  -1.624  4.838  6.469  0.37
H  -1.000  2.572  7.242  0.39
H  -0.677  0.767  5.589  0.43
H  -0.954  -0.094  3.353  0.21
H  1.183  1.317  3.393  0.42
H  3.057  0.657  2.298  0.81
H  4.729  -0.982  -0.677  0.34
H  6.970  -0.685  -0.141  0.37
H  8.802  -0.730  1.495  0.37
H  8.304  -0.979  3.907  0.37
H  5.956  -1.160  4.649  0.39
H  4.132  -1.034  3.045  0.51
Cl  3.047  -3.836  2.488  -0.17
C  1.912  -3.614  1.159  0.46
Cl  1.059  -5.122  0.826  -0.20
C  0.848  -2.484  1.463  0.25
O  0.782  -2.033  2.588  -0.71
O  0.214  -2.191  0.426  -0.51
H  2.477  -3.360  0.259  0.18
O  -3.208  6.535  -4.913  -0.49
C  -3.451  5.217  -4.680  0.68
O  -4.372  4.680  -5.243  -0.59
C  -2.557  4.545  -3.724  0.80
C  -2.956  3.318  -3.180  -0.65
C  -2.181  2.659  -2.257  -0.78
C  -0.950  3.195  -1.866  1.32
S  0.111  2.443  -0.738  -0.44
C  -0.538  4.413  -2.424  -1.36
C  -1.324  5.077  -3.330  -0.88
H  -2.492  6.860  -4.352  0.29
H  -3.902  2.905  -3.493  0.46
H  -2.504  1.714  -1.832  0.37
H  0.420  4.813  -2.130  0.42
H  -0.936  5.994  -3.757  0.21
C  -0.492  0.112  -4.226  -0.83
Si  -1.101  -1.549  -3.496  0.40
C  -2.579  -2.090  -4.601  -1.18
C  0.318  -2.828  -3.661  -0.86
As  -1.993  -1.150  -1.355  -0.19
Si  -2.740  -3.289  -0.664  0.58
C  -2.026  -4.812  -1.595  -1.07
C  -2.641  -3.629  1.212  -1.00
C  -4.615  -3.226  -1.094  -1.20
H  -0.177  0.014  -5.261  0.42
H  0.353  0.493  -3.658  0.13
H  -1.280  0.861  -4.190  0.11
H  -2.301  -2.182  -5.645  0.39
H  -3.370  -1.348  -4.530  0.29
H  -2.992  -3.042  -4.280  0.28
H  0.640  -2.949  -4.690  0.37
H  0.030  -3.803  -3.287  0.26
H  1.174  -2.496  -3.086  0.11
H  -0.976  -4.952  -1.361  0.21
H  -2.128  -4.701  -2.671  0.28
H  -2.548  -5.722  -1.306  0.39
H  -1.694  -4.090  1.473  0.22
H  -3.441  -4.288  1.541  0.44
H  -2.719  -2.698  1.767  0.24
H  -4.752  -2.964  -2.140  0.30
H  -5.104  -2.459  -0.497  0.28
H  -5.120  -4.169  -0.913  0.39



Entry 4:
Computed, not measured: C31H38BrIN2O4Rh as an isolated structure in a non-equilibrium geometry, with wB97M-V/def2-TZVPD.

Output
Expectation value of S² ... 6.0339
Spin multiplicity ... 5
Net charge ... +1
HOMO energy (spin up / spin down) ... -0.4055 / -0.4053 Eh
Kohn-Sham gap (spin up / spin down) ... 8.408 / 4.882 eV
Total energy ... -4596.52913 a.u.

Each line ends with the Mulliken charge.
Element x y z (Å)
Rh  -0.005  0.190  -0.301  -0.55
C  -3.362  -5.817  4.081  -2.05
C  -2.620  -4.509  4.355  2.00
C  -1.355  -4.838  5.168  -1.58
C  -3.543  -3.599  5.186  -1.60
C  -2.208  -3.784  3.092  -0.51
C  -1.523  -2.561  3.201  -0.58
C  -1.110  -1.915  2.073  -0.98
Br  -0.186  -0.208  2.224  -0.02
C  -1.331  -2.393  0.746  1.45
O  -0.880  -1.778  -0.267  -1.05
C  -2.082  -3.622  0.637  -0.03
C  -2.467  -4.258  1.805  0.41
C  -2.449  -4.250  -0.699  2.12
C  -1.816  -5.652  -0.780  -1.73
C  -2.000  -3.471  -1.936  -2.48
C  -3.981  -4.385  -0.774  -1.75
H  -3.624  -6.290  5.025  0.44
H  -2.740  -6.514  3.527  0.43
H  -4.285  -5.640  3.535  0.43
H  -1.630  -5.370  6.076  0.44
H  -0.812  -3.943  5.455  0.36
H  -0.691  -5.475  4.587  0.39
H  -3.867  -4.126  6.080  0.45
H  -4.425  -3.330  4.610  0.40
H  -3.042  -2.688  5.500  0.34
H  -1.320  -2.119  4.162  0.47
H  -3.008  -5.184  1.713  0.49
H  -0.733  -5.584  -0.714  0.40
H  -2.075  -6.106  -1.733  0.46
H  -2.172  -6.302  0.012  0.36
H  -0.918  -3.385  -1.980  0.40
H  -2.431  -2.474  -1.966  0.49
H  -2.331  -4.007  -2.823  0.60
H  -4.374  -5.009  0.021  0.36
H  -4.254  -4.838  -1.724  0.47
H  -4.452  -3.407  -0.713  0.42
C  3.970  3.563  -5.408  -1.09
C  4.436  4.078  -4.049  -0.82
N  3.894  3.304  -2.941  0.17
C  2.845  3.910  -2.153  -0.79
C  1.542  4.062  -2.938  -0.96
C  4.482  2.116  -2.697  0.48
O  5.424  1.697  -3.341  -0.61
C  3.955  1.257  -1.576  0.27
C  4.854  0.715  -0.658  -0.43
C  4.393  -0.179  0.295  -1.00
C  3.046  -0.504  0.308  -0.27
N  2.190  -0.002  -0.582  -0.06
C  2.634  0.840  -1.516  -0.32
H  4.423  4.166  -6.190  0.39
H  2.889  3.622  -5.507  0.27
H  4.285  2.531  -5.541  0.32
H  4.143  5.119  -3.913  0.40
H  5.526  3.998  -4.002  0.43
H  3.184  4.903  -1.838  0.38
H  2.675  3.316  -1.254  0.43
H  1.653  4.782  -3.744  0.42
H  0.752  4.416  -2.282  0.42
H  1.234  3.112  -3.371  0.10
H  5.897  0.986  -0.709  0.56
H  5.060  -0.618  1.019  0.43
H  2.649  -1.200  1.032  0.41
H  1.921  1.173  -2.262  0.57
I  -0.362  -2.084  -6.875  0.09
C  -0.709  -0.666  -5.345  -0.48
C  -0.233  -0.935  -4.068  -1.03
C  -0.468  -0.011  -3.070  1.33
C  -1.150  1.167  -3.326  0.46
C  -1.618  1.422  -4.608  -0.82
C  -1.403  0.504  -5.618  -0.34
C  -1.389  2.204  -2.219  0.39
O  -1.936  3.242  -2.514  -0.66
O  -0.953  1.878  -1.065  -0.73
H  0.306  -1.845  -3.862  0.55
H  -0.106  -0.229  -2.033  1.44
H  -2.150  2.343  -4.795  0.56
H  -1.773  0.696  -6.612  0.43